1.
C28H24N3ScSe | ωB97M-V/def2-TZVPD

Geometry as XYZ:
```
57
C28H24N3ScSe ωB97M-V/def2-TZVPD
Sc 0.270 -0.384 -0.819
C -3.399 -0.500 1.828
C -2.086 0.166 2.128
C -1.093 -0.515 2.829
C 0.133 0.079 3.087
C 0.405 1.357 2.614
C -0.574 2.046 1.912
C -1.815 1.461 1.696
H -3.927 -0.775 2.742
H -3.242 -1.411 1.246
H -4.054 0.155 1.252
H -1.279 -1.529 3.165
H 0.886 -0.470 3.638
H 1.371 1.814 2.792
H -0.368 3.035 1.522
H -2.579 2.009 1.156
C -3.283 2.104 -2.234
C -2.672 3.150 -2.903
C -1.294 3.280 -2.850
C -0.562 2.344 -2.134
N -1.157 1.333 -1.491
C -2.483 1.215 -1.538
C 0.921 2.429 -1.992
C 1.705 3.103 -2.914
C 3.070 3.162 -2.696
C 3.602 2.561 -1.569
C 2.744 1.884 -0.724
N 1.429 1.817 -0.919
H -4.355 1.968 -2.249
H -3.262 3.868 -3.458
H -0.798 4.104 -3.341
H -2.897 0.373 -0.998
H 1.265 3.530 -3.802
H 3.712 3.664 -3.407
H 4.662 2.578 -1.361
H 3.127 1.351 0.139
C 2.683 -2.849 2.131
C 2.066 -4.091 2.035
C 0.950 -4.240 1.242
C 0.434 -3.144 0.540
N 1.028 -1.946 0.671
C 2.121 -1.811 1.424
C -0.746 -3.221 -0.358
C -1.268 -4.476 -0.679
C -2.361 -4.585 -1.520
C -2.914 -3.432 -2.061
C -2.359 -2.195 -1.761
C -1.267 -2.027 -0.901
H 3.570 -2.692 2.728
H 2.461 -4.943 2.575
H 0.470 -5.203 1.166
H 2.560 -0.820 1.455
H -0.823 -5.386 -0.298
H -2.762 -5.560 -1.765
H -3.756 -3.504 -2.739
H -2.784 -1.335 -2.271
Se 1.583 -0.966 -2.730
```

frontier orbital gap: 5.54 eV
E_LUMO: -0.38 eV
E_tot: -119944.6687 eV
HOMO energy: -0.2174 Ha
relative energy (zero: lowest compared OMol25 entry of this formula, charge and spin): 12.88 kcal/mol



2.
C7H10 | ωB97M-V/def2-TZVPD

Geometry as XYZ:
```
17
C7H10 ωB97M-V/def2-TZVPD
C 0.611 -0.996 1.679
C -0.793 -1.161 1.164
C 0.172 -0.290 0.430
C 0.800 -0.464 -0.962
C 0.580 1.040 -1.172
C -0.848 1.321 -1.228
C 0.072 1.224 0.263
H 1.288 -1.844 1.572
H 0.769 -0.397 2.571
H -1.074 -2.109 0.717
H -1.588 -0.655 1.709
H 1.853 -0.755 -0.936
H 0.270 -1.109 -1.675
H 1.267 1.702 -1.685
H -1.574 0.541 -1.421
H -1.118 2.325 -1.562
H -0.979 1.712 0.219
```

frontier orbital gap: 9.16 eV
structure (SMILES): C1[C@@H]2CC3(CC3)[C@H]12
E_LUMO: 1.09 eV
E_tot: -7416.2867 eV
HOMO energy: -0.2965 Ha
relative energy (zero: lowest compared OMol25 entry of this formula, charge and spin): 109.49 kcal/mol



3.
C10H20N | ωB97M-V/def2-TZVPD

Geometry as XYZ:
```
31
C10H20N ωB97M-V/def2-TZVPD
C 3.438 -1.245 0.435
C 2.665 -0.057 -0.237
C 2.430 -0.093 -1.812
C 2.161 1.041 0.460
C 0.701 1.597 0.282
C -0.405 0.602 0.899
C -1.665 0.546 -0.047
C -2.389 1.982 0.076
C -2.741 -0.529 0.368
C -2.416 -2.008 -0.098
N -1.360 -2.657 0.729
H 2.790 -1.647 1.266
H 3.580 -2.062 -0.334
H 4.460 -0.954 0.808
H 2.377 0.965 -2.171
H 1.483 -0.661 -2.055
H 3.333 -0.617 -2.238
H 2.833 1.532 1.221
H 0.690 2.604 0.804
H 0.431 1.823 -0.793
H -0.720 1.091 1.871
H 0.068 -0.399 1.059
H -1.326 0.345 -1.110
H -1.732 2.694 0.662
H -3.308 1.836 0.715
H -2.611 2.434 -0.925
H -2.973 -0.560 1.467
H -3.709 -0.227 -0.158
H -3.399 -2.592 -0.017
H -2.124 -2.076 -1.200
H -0.562 -2.709 0.071
```

frontier orbital gap: 4.60 eV
E_LUMO: 3.38 eV
E_tot: -12180.5549 eV
HOMO energy: -0.0449 Ha
charge: -1



4.
C19H21NO3 | ωB97M-V/def2-TZVPD

Geometry as XYZ:
```
44
C19H21NO3 ωB97M-V/def2-TZVPD
C -0.985 -4.420 -1.250
H -0.126 -4.958 -1.108
H -1.526 -4.199 -0.521
H -1.554 -4.959 -1.947
C -0.395 -2.924 -2.051
C 0.342 -2.113 -1.103
C 0.524 -0.858 -1.527
C 1.408 0.058 -1.118
C 1.912 -0.247 0.183
C 1.579 -1.452 0.727
C 0.913 -2.659 0.013
H 0.877 -3.511 0.451
H 2.051 -1.544 1.703
C 2.515 0.717 0.985
N 2.193 0.959 2.317
C 0.753 1.000 2.885
O 0.371 1.204 3.984
C -0.226 1.112 1.718
C -0.273 2.150 0.637
C -1.231 2.167 -0.173
C -1.970 1.218 -0.457
C -2.043 -0.062 0.561
C -1.127 -0.070 1.437
H -1.140 -0.911 2.237
H -2.544 -0.782 0.042
O -3.061 1.213 -1.500
C -3.219 2.659 -1.929
C -1.855 3.015 -2.390
H -2.009 4.107 -2.599
O -1.225 3.370 -1.042
H -1.245 2.413 -3.037
H -3.668 2.390 -2.960
H -3.811 3.085 -1.324
H 0.440 3.161 0.973
C 3.124 0.923 3.469
H 3.613 -0.256 3.300
H 3.908 1.756 3.171
H 2.414 0.858 4.541
H 3.615 0.482 1.054
H 2.495 1.597 0.591
H 1.297 1.065 -1.398
H 0.118 -0.835 -2.503
H 0.135 -3.409 -2.801
H -1.368 -2.510 -2.243
```

frontier orbital gap: 8.55 eV
structure (SMILES): CCc1ccc(CN(C)C(=O)c2ccc3c(c2)OCCO3)cc1
E_LUMO: 0.40 eV
E_tot: -27663.0583 eV
HOMO energy: -0.2993 Ha
relative energy (zero: lowest compared OMol25 entry of this formula, charge and spin): 339.11 kcal/mol



5.
C2H8N2O2 | ωB97M-V/def2-TZVPD

Geometry as XYZ:
```
14
C2H8N2O2 ωB97M-V/def2-TZVPD
C -3.101 0.477 0.678
N -1.878 0.618 -0.091
C -1.386 -0.508 -0.748
N -0.098 -0.357 -1.248
O -2.108 -1.436 -1.015
H -3.681 1.388 0.675
H -2.871 0.083 1.676
H -3.719 -0.312 0.259
H -1.198 1.152 0.416
H 0.644 -0.236 -0.568
H 0.122 -1.074 -1.938
H 5.719 0.351 0.633
H 6.895 -0.526 0.691
O 6.660 0.382 0.581
```

frontier orbital gap: 10.15 eV
structure (SMILES): CNC(N)=O.O
E_LUMO: 0.48 eV
E_tot: -9279.3329 eV
HOMO energy: -0.3554 Ha
relative energy (zero: lowest compared OMol25 entry of this formula, charge and spin): 13.32 kcal/mol



6.
C12H33FN3O3Pd | ωB97M-V/def2-TZVPD

Geometry as XYZ:
```
53
C12H33FN3O3Pd ωB97M-V/def2-TZVPD
Pd 1.890 -34.973 8.704
F 1.100 -33.252 7.762
C 3.516 -36.690 4.859
C 3.356 -36.202 6.295
C 4.162 -34.917 6.534
O 3.877 -34.488 7.865
C 4.413 -33.210 8.208
N 1.935 -35.965 6.654
H 3.301 -37.760 4.760
H 4.540 -36.617 4.491
H 2.813 -36.182 4.195
H 3.761 -36.983 6.940
H 3.916 -34.121 5.829
H 5.219 -35.201 6.511
H 4.128 -32.439 7.494
H 5.503 -33.290 8.246
H 4.035 -32.955 9.193
H 1.616 -35.162 6.091
H 1.451 -36.704 6.131
C 0.227 -33.970 12.705
C 0.695 -34.749 11.486
C -0.496 -35.041 10.578
O -0.063 -35.694 9.387
C -1.076 -36.309 8.598
N 1.708 -33.971 10.691
H 0.984 -33.531 13.358
H -0.384 -34.575 13.380
H -0.403 -33.114 12.433
H 1.157 -35.659 11.875
H -0.949 -34.095 10.265
H -1.228 -35.647 11.114
H -1.912 -35.620 8.468
H -1.412 -37.218 9.103
H -0.665 -36.549 7.624
H 1.170 -33.124 10.471
H 2.439 -33.631 11.313
C 2.216 -38.793 8.754
C 2.303 -37.933 9.979
C 3.030 -38.659 11.143
O 3.055 -37.757 12.212
C 3.810 -38.218 13.320
N 2.966 -36.627 9.729
H 1.934 -39.815 9.040
H 3.141 -38.942 8.194
H 1.428 -38.501 8.059
H 1.319 -37.700 10.390
H 4.012 -38.991 10.784
H 2.457 -39.562 11.382
H 3.931 -37.433 14.061
H 4.800 -38.568 13.013
H 3.288 -39.053 13.799
H 3.957 -36.735 9.504
H 3.030 -36.262 10.686
```

frontier orbital gap (alpha / beta): 8.86 / 9.73 eV
2S+1: 3
E_LUMO (alpha / beta): -2.07 / -2.61 eV
E_tot: -29782.5847 eV
HOMO energy (alpha / beta): -0.4018 / -0.4533 Ha
charge: +1
relative energy (zero: lowest compared OMol25 entry of this formula, charge and spin): 0.00 kcal/mol



Number 1: F_max 0.8 eV/Å. Number 2: F_max 1.6 eV/Å. Number 3: F_max 1.8 eV/Å. Number 4: F_max 15.8 eV/Å. Number 5: F_max 1.3 eV/Å. Number 6: F_max 1.6 eV/Å.